DFT (wB97M-V/def2-TZVPD) results for a molecular structure, C2H5N.

Highest occupied orbital energy (alpha / beta) in eV: -9.29 / -9.63

XYZ file:
```
8
C2H5N | OMol25 | wB97M-V/def2-TZVPD
C 1.748 0.098 0.025
C -1.067 0.104 0.004
N 0.059 0.910 -0.020
H 2.564 0.772 0.009
H 1.721 -0.969 -0.057
H -1.403 -0.035 1.045
H -1.010 -0.877 -0.479
H -1.835 0.719 -0.489
```

=====

DFT (wB97M-V/def2-TZVPD) results for a single C2H5N molecule.

SMILES: [H]/N=C/C
Highest occupied orbital energy in eV: -9.62

XYZ file:
```
8
C2H5N | OMol25 | wB97M-V/def2-TZVPD
H 1.811 -1.600 -0.183
N 0.875 -1.291 -0.012
C 0.493 -0.194 -0.466
C -0.848 0.502 0.269
H 1.124 0.435 -1.127
H -0.464 0.886 1.283
H -1.699 -0.108 0.550
H -1.293 1.370 -0.314
```

=====

DFT (wB97M-V/def2-TZVPD) results for 2 unconnected molecules or ions with the total composition C2H5N.

<S²>: 2.01
Spin multiplicity: 3
Highest occupied orbital energy (alpha / beta) in eV: -6.29 / -11.70

XYZ file:
```
8
C2H5N | OMol25 | wB97M-V/def2-TZVPD
C -1.079 0.603 -0.178
C 1.527 -0.277 0.008
N -1.691 -0.423 0.144
H -0.856 1.643 -0.254
H 1.647 -0.253 -1.080
H 1.339 -1.203 0.578
H 1.850 0.567 0.533
H -2.735 -0.657 0.247
```

=====

DFT (wB97M-V/def2-TZVPD) results for 2 unconnected molecules or ions with the total composition C2H5N2.

Charge: +1
Highest occupied orbital energy (alpha / beta) in eV: -15.54 / -16.09

XYZ file:
```
9
C2H5N2 | OMol25 | wB97M-V/def2-TZVPD
C -1.947 -0.792 0.222
C 1.559 0.630 -0.139
N 0.388 0.534 -0.714
N -0.899 -0.512 0.752
H -2.259 -0.593 -0.809
H -2.739 -1.311 0.780
H 1.943 1.674 -0.236
H 2.319 0.092 -0.763
H 1.634 0.279 0.906
```

=====

Record-wise energy relative to the best compared isomer or geometry (same formula, charge and spin) values, in kJ/mol: 466.14; 64.59; 59.16; 622.29
Record-wise maximum force values, in eV Å⁻¹: 6.98; 2.87; 2.81; 2.44